ORCA calculation (ωB97M-V/def2-TZVPD) on a molecular structure, C6H16Br2MnN3O7.

Geometry as XYZ:
```
35
Properties=species:S:1:pos:R:3
H 3.091 -2.067 0.853
O 2.587 2.494 -1.798
O -3.912 -3.893 2.236
N 3.976 -1.823 -1.158
H -3.277 -1.377 0.677
H -2.257 3.420 -0.870
H 0.169 -1.176 1.617
C -3.405 -1.656 1.723
O 2.781 2.157 -3.846
Br -0.134 3.918 0.478
C 3.022 -2.489 -0.149
H -1.403 1.971 -0.647
H 0.229 1.664 -2.693
C -1.705 2.870 -0.109
C 1.063 0.964 -2.756
C -2.564 2.554 1.110
O 4.194 -0.656 -0.970
Br -4.030 1.418 0.541
H 1.136 0.240 -1.945
H -0.492 0.266 1.141
H -1.923 2.050 1.834
C 0.377 -0.357 0.928
O 1.550 0.376 1.339
N -3.142 -3.148 1.736
H 2.074 -2.154 -0.570
H 0.342 -0.705 -0.104
H -2.901 3.487 1.563
O -2.094 -3.461 1.198
H -2.579 -1.253 2.308
H 0.986 0.369 -3.666
H 3.146 -3.571 -0.089
H -4.355 -1.440 2.212
N 2.234 1.895 -2.800
Mn 2.606 1.624 2.661
O 4.608 -2.513 -1.984
```

Output
Strongest force on any atom = 4.744 eV Å⁻¹
Multiplicity = 6
Gap between HOMO and LUMO (spin up / spin down) = 5.44 / 5.52 eV
E_HOMO (spin up / spin down) = -13.1 / -13.0 eV
E = -7227.4879 Ha
Relative energy (zero: lowest compared OMol25 entry of this formula, charge and spin) = 55.3 kcal per mole
Total charge = +1

And the Löwdin charges, in e, turn out to be: 0.080 0.012 0.113 -0.418 0.054 0.065 0.077 -0.013 0.088 0.615 0.060 0.035 0.098 -0.681 0.061 -0.703 0.044 0.733 0.070 0.049 0.035 -0.195 -0.448 -0.468 0.075 0.066 0.064 0.033 0.083 0.104 0.100 0.092 -0.436 1.389 0.065

=====

ORCA calculation (ωB97M-V/def2-TZVPD) on a molecular structure, C29H54ClDyOP.

Geometry as XYZ:
```
87
Properties=species:S:1:pos:R:3
H -0.940 -5.195 0.996
H -3.709 -1.833 3.421
H 3.568 -4.359 1.848
C 0.686 2.166 -1.285
H 2.549 0.478 -3.151
H 2.044 -2.352 1.062
H 1.966 -3.428 -1.811
H -0.205 -2.519 -2.234
H -2.724 1.872 -2.912
C -2.781 -2.984 -2.996
H -0.327 2.632 -1.198
H -0.873 3.379 3.367
H 4.104 2.749 -2.926
H -4.293 -3.949 2.380
H -4.351 1.307 1.008
C 1.615 -3.026 0.296
C -2.891 -2.535 3.222
C -1.698 -4.458 1.297
H -2.793 -4.587 -4.440
C 0.901 1.584 -2.442
H 3.806 3.303 -0.428
C -2.254 -2.663 -1.594
H -3.746 -0.284 -2.180
C 3.877 -3.221 -0.817
C -2.553 -4.451 -3.380
H 2.190 1.680 0.104
C -1.119 -4.934 -3.125
C -1.569 2.850 2.630
H -1.065 -6.024 -3.247
H -3.851 -2.740 -3.043
H 0.044 1.071 -2.927
H -1.120 -5.156 -0.983
H 1.171 -4.579 1.760
H 5.086 -4.794 0.027
H -3.345 2.755 0.877
C -0.586 -4.561 -1.734
H 1.209 -5.145 0.092
H 4.008 1.398 -1.805
H 3.794 -5.365 -1.025
H -1.634 -5.117 3.344
C 2.973 3.164 -1.122
O -2.020 0.934 -0.363
H -4.056 2.842 -2.269
H -2.862 -5.924 2.367
H -2.409 3.196 -1.757
C 2.408 -2.822 -1.005
H -2.860 -3.208 -0.854
C -2.394 -4.953 2.568
C -0.779 -3.066 -1.460
H 0.473 -4.845 -1.664
C -3.442 -3.957 3.074
H 4.397 -3.143 -1.779
C -3.278 1.406 -0.849
H -2.211 -2.499 4.085
Dy -0.581 1.716 0.977
C -4.156 0.249 -1.313
H -1.619 -1.097 2.215
C -2.116 -2.055 1.988
H -3.252 -5.080 -2.812
C 1.701 -4.467 0.804
C 3.160 -4.903 0.985
H -4.874 2.641 -0.059
C -1.068 -3.084 1.530
C 1.776 2.599 -0.348
H 2.744 4.146 -1.542
H -2.441 -4.401 0.490
H -2.375 -1.595 -1.367
C 4.037 -4.632 -0.244
H 1.487 3.307 0.458
H -2.499 3.536 2.525
H 4.341 -2.496 -0.135
H -0.302 -3.181 2.322
H 2.342 -1.772 -1.326
C -4.006 2.081 0.310
H -2.810 -1.838 1.160
H -3.822 -4.296 4.042
H -5.150 0.625 -1.610
H 3.184 -5.971 1.236
P -0.101 -2.296 0.121
H -2.266 -2.333 -3.716
H -4.308 -0.478 -0.504
Cl 1.400 0.233 1.738
H 2.267 2.021 -4.052
C 2.276 1.544 -3.040
C -3.093 2.379 -2.012
H -0.450 -4.491 -3.875
C 3.428 2.227 -2.227
```

Output
Strongest force on any atom = 2.418 eV Å⁻¹
Multiplicity = 6
Gap between HOMO and LUMO (spin up / spin down) = 4.57 / 4.65 eV
E_HOMO (spin up / spin down) = -2.0 / -2.1 eV
E = -2899.2255 Ha
Relative energy (zero: lowest compared OMol25 entry of this formula, charge and spin) = 10.5 kcal per mole
Total charge = -1

And the Löwdin charges, in e, turn out to be: 0.090 0.109 0.113 -0.247 0.102 0.060 0.098 0.108 0.078 -0.205 0.073 -0.162 0.105 0.110 0.087 -0.469 -0.194 -0.224 0.100 -0.088 0.109 -0.230 0.064 -0.205 -0.208 0.009 -0.201 -0.469 0.103 0.104 0.124 0.091 0.100 0.100 0.020 -0.218 0.091 0.105 0.108 0.112 -0.201 -0.437 0.078 0.103 0.072 -0.220 0.099 -0.204 -0.439 0.083 -0.211 0.103 -0.727 0.115 0.971 -0.064 0.085 -0.223 0.109 -0.217 -0.202 0.079 -0.436 -0.297 0.111 0.093 0.071 -0.210 0.101 -0.144 0.114 0.112 0.104 -0.067 0.101 0.100 0.086 0.104 1.083 0.113 0.080 -0.130 0.115 -0.175 -0.052 0.109 -0.192

=====

ORCA calculation (ωB97M-V/def2-TZVPD) on 9 unconnected molecules or ions with the total composition C3H24NO9S2.

Geometry as XYZ:
```
39
Properties=species:S:1:pos:R:3
H 0.484 1.372 1.381
H -0.742 0.658 0.251
C -1.260 -0.770 1.845
O -1.191 0.739 -3.752
H -1.831 2.856 0.580
C -1.551 -2.303 1.671
O -2.474 -0.329 -1.522
O 0.613 4.792 1.032
H -1.541 -0.466 -1.376
H 1.768 -2.754 0.038
H 1.708 4.565 -1.630
H -2.082 -2.668 2.544
H -0.791 -0.687 2.829
O -0.872 2.739 0.591
H 2.032 3.213 -1.552
H 0.078 -0.974 0.017
H -0.718 2.127 -0.367
H -2.363 0.848 1.994
H 0.346 4.281 1.818
H -0.516 1.122 -3.132
H 1.610 0.455 -2.973
S -0.236 -3.559 1.532
H 2.446 -0.171 1.527
O 1.214 3.727 -1.648
O 3.319 -0.631 1.488
O 2.508 0.646 -2.696
H -2.288 -2.710 0.938
H -3.169 -0.327 1.126
N -2.587 -0.141 1.934
H 0.219 2.138 -1.844
O -0.390 1.479 -1.466
H 3.233 -1.027 0.607
H -2.598 0.542 -1.896
S 0.757 -3.566 -0.352
H 0.316 4.119 0.386
H 2.456 1.170 -1.887
H -1.944 1.191 -3.362
O 0.749 0.445 1.475
C -0.337 -0.262 0.746
```

Output
Strongest force on any atom = 3.263 eV Å⁻¹
Gap between HOMO and LUMO = 8.98 eV
E_HOMO = -6.3 eV
E = -1656.9875 Ha
Total charge = -1

And the Löwdin charges, in e, turn out to be: 0.060 0.058 -0.394 -0.115 0.035 -0.526 -0.058 -0.130 0.002 -0.222 0.069 0.054 0.138 -0.215 0.050 0.070 -0.009 0.060 0.021 -0.012 0.019 0.430 -0.001 -0.053 -0.099 -0.052 0.074 0.062 0.040 -0.035 -0.321 0.008 0.007 0.311 -0.025 0.016 0.002 -0.120 -0.196

=====

ORCA calculation (ωB97M-V/def2-TZVPD) on 2 unconnected molecules or ions with the total composition C3H10O3.

Geometry as XYZ:
```
16
Properties=species:S:1:pos:R:3
O 0.918 1.993 -1.526
H -0.992 1.571 -1.029
C 0.206 -1.445 -0.683
H 1.823 1.705 -1.801
O -0.325 -2.377 0.255
H -0.037 0.605 -2.431
H -0.290 0.015 0.688
C -0.046 0.962 -1.349
H 1.181 -2.014 -0.966
C 0.359 -0.013 -0.262
H -1.251 0.933 2.177
H -0.335 -0.018 2.993
H -0.449 -1.531 -1.524
H -1.123 -1.917 0.405
O -0.950 0.795 3.143
H 1.210 0.338 0.272
```

Output
SMILES = OCCCO.O
Strongest force on any atom = 4.536 eV Å⁻¹
Gap between HOMO and LUMO = 11.05 eV
E_HOMO = -10.5 eV
E = -345.9373 Ha
Relative energy (zero: lowest compared OMol25 entry of this formula, charge and spin) = 48.4 kcal per mole
Total charge = 0

And the Löwdin charges, in e, turn out to be: -0.124 0.152 -0.283 0.107 -0.061 0.138 0.096 -0.257 0.153 -0.172 0.050 0.076 0.101 0.048 -0.132 0.110

=====

ORCA calculation (ωB97M-V/def2-TZVPD) on 2 unconnected molecules or ions with the total composition C2H8S2.

Geometry as XYZ:
```
12
Properties=species:S:1:pos:R:3
S 1.636 -1.932 -2.383
H -2.831 4.618 6.759
C 0.360 0.439 -1.407
H 1.333 -3.202 -2.100
C -2.563 5.006 7.747
H -0.289 0.853 -0.638
H 1.405 0.464 -1.118
H -1.557 4.610 7.889
H 0.157 1.047 -2.283
S -0.237 -1.223 -1.763
H -3.268 4.693 8.506
H -2.442 6.080 7.612
```

Output
SMILES = CSS.C
Strongest force on any atom = 1.479 eV Å⁻¹
Gap between HOMO and LUMO = 8.70 eV
E_HOMO = -8.3 eV
E = -877.3440 Ha
Relative energy (zero: lowest compared OMol25 entry of this formula, charge and spin) = 9.3 kcal per mole
Total charge = 0

And the Löwdin charges, in e, turn out to be: 0.305 0.014 -0.523 -0.209 -0.054 0.025 0.016 0.012 0.023 0.364 0.014 0.014

=====

ORCA calculation (ωB97M-V/def2-TZVPD) on a molecular structure, C11H11CoN3O5.

Geometry as XYZ:
```
31
Properties=species:S:1:pos:R:3
C -2.325 -2.028 -4.721
O 0.546 -2.986 -0.349
N 0.398 0.309 1.116
H 2.204 1.346 4.236
C 1.603 1.091 3.361
O -1.407 2.275 -1.620
N 2.360 0.466 2.394
H 4.323 1.153 2.669
C 3.805 0.195 2.528
H -0.310 1.871 3.975
N -1.654 1.257 1.747
C 0.723 0.217 -1.700
Co -0.379 -0.280 -0.521
H -2.479 0.033 -5.252
H -1.370 -2.209 -5.225
H -2.170 0.859 0.967
O 2.450 -0.497 0.315
O 1.399 0.618 -2.546
H -2.712 -2.832 -4.086
H 4.170 -0.321 1.622
C -2.031 -0.864 -0.310
C -0.359 0.970 2.004
C 0.181 -1.902 -0.474
H -2.233 1.711 2.435
C -2.908 -0.817 -4.721
O -3.087 -1.324 -0.485
C 1.790 0.067 1.213
H -3.746 -0.607 -4.057
C 0.265 1.364 3.206
H 3.948 -0.430 3.419
C -0.995 1.294 -1.142
```

Output
Strongest force on any atom = 10.569 eV Å⁻¹
Multiplicity = 5
Gap between HOMO and LUMO (spin up / spin down) = 6.44 / 2.64 eV
E_HOMO (spin up / spin down) = -16.9 / -20.2 eV
E = -2347.5609 Ha
Relative energy (zero: lowest compared OMol25 entry of this formula, charge and spin) = 95.6 kcal per mole
Total charge = +3

And the Löwdin charges, in e, turn out to be: 0.155 0.262 0.106 0.181 0.117 0.251 0.044 0.139 0.081 0.167 0.250 -0.166 0.159 0.175 0.180 0.079 0.170 0.266 0.177 0.124 -0.093 -0.266 -0.102 0.157 0.149 0.218 -0.355 0.169 0.165 0.138 -0.097

=====

ORCA calculation (ωB97M-V/def2-TZVPD) on C7H12O in the gas phase.

Geometry as XYZ:
```
20
Properties=species:S:1:pos:R:3
C -1.070 0.095 0.330
H 1.266 1.187 -1.042
C 1.186 0.390 -0.288
C -0.496 -1.130 -0.216
C 2.462 -0.325 0.014
H -2.688 -1.119 -0.390
C 0.232 0.700 0.934
H -1.753 2.098 -0.144
H -2.617 0.850 -1.022
H 2.964 -0.663 -0.905
H 2.445 -1.192 0.696
H 0.007 -1.659 0.528
C -1.885 -1.222 0.282
H -2.041 -1.896 1.117
C -1.606 1.095 -0.624
H -0.928 1.157 -1.489
H 3.265 0.271 0.484
O 0.460 -0.691 -1.149
H 0.180 1.845 1.078
H 0.618 0.213 1.804
```

Output
SMILES = C[C@@H]1C[C@@]2(C)C[C@H]2O1
Strongest force on any atom = 2.451 eV Å⁻¹
Gap between HOMO and LUMO = 9.50 eV
E_HOMO = -8.5 eV
E = -348.9922 Ha
Relative energy (zero: lowest compared OMol25 entry of this formula, charge and spin) = 98.1 kcal per mole
Total charge = 0

And the Löwdin charges, in e, turn out to be: -0.398 0.142 -0.266 -0.322 -0.072 0.081 -0.054 0.099 0.089 0.086 0.089 0.117 0.042 0.109 -0.055 0.090 0.083 -0.093 0.135 0.099